Record 1
Computed, not measured: C32H43N6O4PS3W as an isolated structure, with ωB97M-V/def2-TZVPD.

Structure (XYZ):
```
90
Properties=species:S:1:pos:R:3:mulliken_spin:R:1
W 2.3830 0.6111 -0.0304 0.97
N 7.7638 -3.8640 -3.6921 0.00
C 7.1484 -3.0111 -2.8729 0.00
C 7.8976 -2.1931 -1.9912 0.00
C 7.2679 -1.3307 -1.1444 0.00
C 5.8591 -1.2561 -1.1496 0.00
C 5.0940 -2.0520 -2.0265 0.00
C 5.7289 -2.9144 -2.8682 0.00
S 5.1374 -0.1733 -0.0969 0.01
O 6.0000 0.3083 0.9236 0.00
O 3.7964 -0.7926 0.3970 -0.01
N 4.2940 1.0604 -0.8270 -0.01
C 4.4655 2.3259 -0.2341 0.03
N 5.4831 3.1215 -0.3834 -0.01
C 5.3909 4.2733 0.2915 0.02
C 4.2837 4.6112 1.0716 0.00
C 3.2505 3.7041 1.1504 0.02
N 3.3648 2.5386 0.4968 -0.02
H 8.7665 -3.9515 -3.6977 0.00
H 7.2479 -4.4637 -4.3131 0.00
H 8.9770 -2.2634 -1.9856 0.00
H 7.8410 -0.7160 -0.4637 0.00
H 4.0116 -2.0053 -2.0208 0.00
H 5.1562 -3.5502 -3.5304 0.00
H 6.2308 4.9511 0.1970 0.00
H 4.2453 5.5539 1.5969 0.00
H 2.3505 3.8772 1.7270 0.00
C -3.2442 4.1590 2.8294 0.00
C -2.6282 4.5123 1.4765 0.00
C -3.6872 4.3267 0.3747 0.00
C -2.1557 5.9761 1.5005 0.00
C -1.4428 3.6302 1.1409 0.00
C -0.7415 3.7977 -0.0607 -0.01
C 0.3099 2.9787 -0.3743 -0.01
N 0.7336 1.9861 0.4429 0.00
C 0.1112 1.8474 1.6327 0.01
C -0.9687 2.6331 1.9898 0.00
C 0.7266 0.8625 2.5360 0.00
C 0.2099 0.5412 3.7729 0.00
C 0.8752 -0.3442 4.6232 0.01
C 2.0841 -0.8556 4.1442 -0.01
C 2.5433 -0.5263 2.8938 0.03
N 1.8790 0.3232 2.0755 -0.01
C 0.3458 -0.7381 5.9862 0.00
C 1.3849 -0.3282 7.0452 0.00
C -0.9886 -0.0649 6.3029 0.00
C 0.1595 -2.2662 6.0052 0.00
H -4.0976 4.8102 3.0115 0.00
H -2.5426 4.3122 3.6525 0.00
H -3.6122 3.1309 2.8571 0.00
H -4.5469 4.9576 0.5983 0.00
H -4.0330 3.2926 0.3260 0.00
H -3.3131 4.6184 -0.6076 0.00
H -3.0036 6.6189 1.7353 0.00
H -1.7579 6.2990 0.5378 0.00
H -1.3929 6.1353 2.2647 0.00
H -1.0190 4.5712 -0.7631 0.00
H 0.8405 3.1022 -1.3049 0.00
H -1.4379 2.4846 2.9490 0.00
H -0.7230 0.9811 4.0876 0.00
H 2.6784 -1.5309 4.7434 0.00
H 3.4636 -0.9448 2.5227 0.00
H 1.5493 0.7506 7.0457 0.00
H 2.3435 -0.8262 6.8981 0.00
H 1.0157 -0.6122 8.0302 0.00
H -0.9023 1.0237 6.3332 0.00
H -1.3224 -0.3867 7.2881 0.00
H -1.7690 -0.3458 5.5919 0.00
H 1.0969 -2.7974 5.8386 0.00
H -0.5622 -2.5887 5.2529 0.00
H -0.2176 -2.5639 6.9831 0.00
C 1.3161 -1.0393 -5.4187 0.00
C 0.8054 -2.1378 -4.5246 0.00
O 1.1124 -1.8639 -3.1001 0.00
P 0.5684 -0.7096 -2.2247 0.02
S 0.8196 -1.2131 -0.2862 -0.02
S 1.7985 0.9341 -2.3493 -0.02
O -0.9265 -0.4311 -2.4717 0.00
C -1.7043 0.1519 -3.5929 0.00
C -1.6177 1.6536 -3.5908 0.00
H 1.1226 -1.3129 -6.4563 0.00
H 2.3898 -0.8991 -5.2986 0.00
H 0.8135 -0.0858 -5.2352 0.00
H 1.3044 -3.0846 -4.7049 0.00
H -0.2694 -2.2954 -4.5926 0.00
H -2.7106 -0.2050 -3.3975 0.00
H -1.3449 -0.2901 -4.5188 0.00
H -1.9322 2.0585 -2.6286 0.00
H -2.2955 2.0348 -4.3555 0.00
H -0.6154 2.0113 -3.8278 0.00
```

Results
**Frontier orbital gap (spin up / spin down)**: 5.42 / 5.46 eV
**Multiplicity**: 2
**Total charge**: +3



Record 2
Computed, not measured: a 2-piece molecular cluster, C2H8FP3 overall at a distorted geometry, with ωB97M-V/def2-TZVPD.

Structure (XYZ):
```
14
Properties=species:S:1:pos:R:3:nbo_charge:R:1
C 1.7436 0.5528 0.9044 0.11
C -0.6862 -0.2446 0.5140 -0.89
F 1.5963 1.7785 1.4104 -0.34
P -0.4897 -1.6403 1.6368 0.34
P -0.1386 1.3708 -1.9859 0.02
P -1.0676 -0.4184 -1.2161 0.35
H 2.0877 -0.1717 1.6260 0.15
H 2.1409 0.5567 -0.1002 0.15
H -1.0780 0.6488 0.9915 0.23
H -1.8347 -2.0034 1.7574 -0.04
H -0.2801 -2.6052 0.6478 -0.04
H -0.8211 1.3034 -3.2033 -0.01
H -1.1229 2.1872 -1.4323 -0.01
H -0.0496 -1.3147 -1.5507 -0.03
```

Results
**Frontier orbital gap (spin up / spin down)**: 7.93 / 7.99 eV
**Total charge**: 0



In Ha, the E values for the records above are, in order, -3476.98891, -1204.75165.
In kJ/mol, the relative energy (zero: lowest compared OMol25 entry of this formula, charge and spin) values for the records above are, in order, 12.3, 240.5.